Density functional theory data (wB97M-V/def2-TZVPD) for a cluster of 10 separate species, C20H60O10 in total.

Positions of all 90 atoms, in Å:
C  2.9017  1.4391  -3.2774
C  3.4204  0.9017  -2.0066
O  2.6288  -0.1834  -1.6553
H  3.4393  2.3353  -3.5891
H  1.8682  1.6283  -3.2483
H  3.0414  0.7316  -4.0963
H  3.4519  1.6663  -1.2776
H  4.4307  0.5716  -2.1540
H  3.0021  -0.6990  -0.9498
C  3.5758  -1.8481  5.3412
C  2.3953  -2.7427  5.3424
O  1.7277  -2.6858  4.0319
H  3.2879  -0.8180  5.4928
H  4.0558  -1.8787  4.3682
H  4.2373  -2.0544  6.1613
H  1.6490  -2.4363  6.0807
H  2.6125  -3.7818  5.6298
H  1.8986  -3.4659  3.4960
C  -4.1534  1.9958  2.3937
C  -3.7508  2.0244  0.8939
O  -3.2317  3.3464  0.5484
H  -4.6653  1.0739  2.7143
H  -4.7543  2.8100  2.5465
H  -3.2848  2.2671  3.0240
H  -4.6628  1.9176  0.2467
H  -3.1171  1.1774  0.5248
H  -2.2960  3.2077  0.2816
C  -0.0601  -1.8095  -3.1802
C  -0.5118  -2.6753  -1.9814
O  0.2179  -2.4020  -0.8104
H  -0.5056  -2.0570  -4.1122
H  1.0659  -1.7846  -3.1810
H  -0.4252  -0.7913  -3.0047
H  -0.4120  -3.7448  -2.1315
H  -1.6246  -2.5712  -1.8095
H  0.5070  -1.4574  -0.7638
C  -4.7010  2.2495  -2.6993
C  -3.2608  2.7261  -2.8823
O  -2.3616  1.6464  -2.7308
H  -5.1524  1.9310  -3.6686
H  -5.2794  3.1342  -2.4052
H  -4.7571  1.4940  -1.9669
H  -3.0369  3.4691  -2.0583
H  -3.1884  3.2762  -3.8781
H  -1.5836  1.9242  -2.2166
C  3.8060  1.1895  1.6065
C  3.3272  0.6621  2.8801
O  2.4898  -0.4386  2.4905
H  2.8760  1.2755  1.0761
H  4.5056  0.5642  1.0271
H  4.1319  2.2505  1.6455
H  2.7004  1.4024  3.3858
H  4.0653  0.3852  3.6288
H  2.3046  -1.0040  3.2547
C  -1.6577  -1.0907  1.1806
C  -0.6881  0.0250  1.3817
O  0.1643  0.1663  0.2537
H  -1.1749  -2.0575  1.0470
H  -2.1778  -0.9304  0.2394
H  -2.3588  -1.2041  1.9828
H  -0.0506  -0.1094  2.2858
H  -1.3389  0.9587  1.4746
H  1.0714  0.0867  0.5481
C  3.9680  -3.8697  1.5839
C  3.0782  -3.2696  0.4972
O  3.3917  -1.8353  0.3998
H  3.8861  -3.4518  2.5623
H  5.0067  -3.7162  1.2444
H  3.6807  -4.9130  1.7014
H  1.9601  -3.4242  0.5997
H  3.2220  -3.7306  -0.4866
H  3.1143  -1.4478  1.2559
C  -4.4771  -2.7139  -2.0932
C  -3.9625  -1.4886  -2.8410
O  -3.5397  -0.6229  -1.8171
H  -5.3031  -2.5114  -1.4281
H  -3.5621  -3.0690  -1.5424
H  -4.7275  -3.4904  -2.7746
H  -4.7943  -0.9956  -3.4473
H  -3.0508  -1.7296  -3.4103
H  -3.1416  0.1375  -2.2326
C  -0.3488  4.6005  -1.8923
C  0.1745  3.7236  -0.7441
O  -0.7245  2.6778  -0.6429
H  -1.3668  4.8518  -1.5749
H  -0.3122  4.0359  -2.8760
H  0.2138  5.6018  -1.8801
H  0.2532  4.2730  0.1678
H  1.1476  3.2822  -0.9795
H  -0.4200  1.9065  -0.1217

* highest occupied orbital energy: -0.3370 Ha
* frontier orbital gap: 0.35373 Eh
* molecular weight: 460.7 g/mol
* calculated total energy: -42185.2049 eV
* spin multiplicity: 1
* total charge: 0
* strongest force on any atom: 0.0549 Eh/bohr
* SMILES: CCO.CCO.CCO.CCO.CCO.CCO.CCO.CCO.CCO.CCO